Computed, not measured: a molecular structure, C35H71AlCl3MgN5O13PS2 in a non-equilibrium geometry, with wB97M-V/def2-TZVPD.

- HOMO level: -9.032 eV
- LUMO: -8.02 eV

ORCA input file:
```
! wB97M-V def2-TZVPD RIJCOSX def2/J DEFGRID3
* xyz 1 1
C 3.09 1.33 3.16
C 2.14 1.77 1.86
N 2.31 3.06 1.42
C 1.08 0.66 1.27
C 1.23 0.31 -0.32
O 1.22 -1.16 -0.42
C 2.51 -1.75 -0.06
C 2.27 -3.40 -0.02
C 2.37 -4.10 -1.51
C 0.92 -3.83 0.81
C 1.07 -5.45 1.16
C 0.23 -6.42 0.13
C 0.67 -5.81 2.72
C 2.29 1.12 -1.27
O 3.49 1.67 -1.06
O 1.70 1.14 -2.65
C 0.30 0.61 -2.71
C 0.14 -0.84 -3.47
C 1.36 -1.25 -4.47
N 0.89 -2.51 -5.22
N 1.69 -0.23 -5.54
N 2.66 -1.63 -3.80
P -0.47 1.86 -3.98
O -2.01 2.15 -3.72
C -0.15 0.78 -1.14
S -0.14 2.63 -0.84
O -1.14 -0.09 -0.53
C -2.52 0.34 -0.74
C -3.25 0.34 0.75
C -4.28 -0.97 0.76
C -4.19 1.65 1.04
C -3.59 2.73 2.11
C -2.53 3.83 1.44
C -2.95 2.08 3.48
H 2.36 0.96 4.04
H 3.76 0.37 2.91
H 3.72 2.21 3.59
H 3.06 3.53 1.98
H 1.22 -0.31 1.95
H -0.01 1.06 1.58
H 2.85 -1.48 1.06
H 3.40 -1.43 -0.75
H 3.19 -3.84 0.60
H 3.33 -3.67 -2.02
H 1.38 -3.99 -2.14
H 2.58 -5.26 -1.33
H -0.08 -3.71 0.22
H 0.79 -3.23 1.82
H 2.21 -5.74 1.03
H -0.73 -6.91 0.60
H -0.05 -5.82 -0.85
H 0.94 -7.31 -0.19
H 1.29 -5.19 3.50
H 1.00 -6.95 2.88
H -0.49 -5.78 2.90
H -0.89 -0.79 -4.07
H 0.03 -1.73 -2.68
H 0.19 -2.93 -4.57
H 0.33 -2.24 -6.08
H 1.96 -0.79 -6.39
H 2.53 0.35 -5.29
H 2.81 -2.66 -3.88
H 2.56 -1.32 -2.81
H 0.20 3.17 -3.92
H -0.35 1.43 -5.35
H -1.15 3.30 -1.55
H -3.05 -0.51 -1.39
H -2.67 1.33 -1.34
H -2.43 0.13 1.56
H -4.78 -1.15 1.80
H -3.62 -1.90 0.47
H -5.09 -0.80 -0.10
H -5.26 1.27 1.36
H -4.31 2.22 -0.01
H -4.52 3.40 2.47
H -2.80 4.10 0.33
H -2.69 4.83 2.07
H -1.40 3.53 1.59
H -3.29 2.65 4.47
H -1.78 2.27 3.41
H -3.08 0.92 3.57
Al -0.18 2.42 2.08
C 6.84 -0.37 -0.49
C 6.02 -1.42 0.23
N 5.34 -2.30 0.82
H 7.32 0.29 0.24
H 7.61 -0.84 -1.10
H 6.19 0.23 -1.14
C -9.36 4.92 0.36
O -9.11 5.09 -1.03
C -7.81 5.64 -1.28
C -6.83 4.55 -1.74
O -6.56 3.62 -0.68
C -7.28 2.41 -0.84
H -10.26 4.30 0.47
H -8.53 4.41 0.86
H -9.54 5.89 0.83
H -7.43 6.17 -0.40
H -7.92 6.37 -2.09
H -5.88 5.03 -1.99
H -7.20 4.04 -2.63
H -6.83 1.81 -1.64
H -8.34 2.59 -1.06
H -7.21 1.85 0.10
C 8.06 3.68 -0.87
C 9.23 2.70 -0.92
O 9.09 1.75 -1.73
O 10.18 2.98 -0.14
H 7.27 3.39 -1.57
H 7.64 3.71 0.14
H 8.41 4.68 -1.14
Cl -4.72 5.90 -3.32
C 2.30 4.02 5.67
Cl 1.14 2.93 4.90
Cl 3.96 3.56 5.29
H 2.13 5.04 5.32
H 2.16 3.98 6.76
C 3.76 -8.71 5.94
S 4.13 -7.01 5.44
O 2.84 -6.25 5.44
C 4.53 -7.40 3.72
H 3.44 -8.70 6.99
H 2.95 -9.11 5.32
H 4.65 -9.33 5.84
H 3.68 -7.89 3.24
H 5.40 -8.06 3.69
H 4.76 -6.47 3.19
C -5.28 5.44 -7.05
O -4.66 4.85 -7.92
O -6.08 4.92 -6.27
O -5.21 6.65 -6.82
Mg -0.40 -4.15 -2.73
*
```